84
Properties=species:S:1:pos:R:3:forces:R:3:mulliken_charge:R:1 method="wB97M-V/def2-TZVPD" charge=+2 spin_multiplicity=1 fmax_ev_per_a=3.40 e_above_lowest_kcal_mol=29.25
H 4.800428 2.434779 1.612320 -0.1404 -0.1816 0.0368 0.2950
C -3.001769 -0.205939 -1.853802 -0.6897 1.5193 0.1108 0.2827
C 0.325971 4.223222 -4.261557 -0.1378 -0.0902 0.2681 0.1618
C -4.027276 -2.358568 -3.362664 0.7820 -1.0285 0.2102 -0.6599
H 0.521442 -3.823571 -2.191770 -0.3063 -0.0971 0.1022 -0.5326
C -3.108712 1.950933 -1.071143 -0.6783 0.7278 -0.2399 -0.4779
Br 6.606000 -2.042236 -3.828109 -0.4883 -0.1042 0.2226 -0.3477
H 1.265697 -3.112777 -4.976114 -0.2566 -0.0576 -0.1950 -0.3166
B 2.586118 -2.463558 -1.336712 0.4282 -0.0374 -0.5275 0.2417
Cl -2.226559 -4.106713 -2.436510 -0.4271 0.9282 -0.0805 -0.0498
B 4.330199 -4.212457 -2.857645 -0.0394 0.5066 0.2550 0.6489
H -4.425831 -3.185829 -3.930500 -0.0241 -0.0776 -0.0144 0.5485
F -1.525453 3.719737 -2.899126 -0.1161 0.0063 -0.2051 -0.2445
Br 5.598468 -2.896497 -0.088156 -0.2798 -0.0026 -0.2728 -0.3388
H -1.284491 -2.877266 0.758692 0.0610 -0.1253 -0.0093 0.7311
C 3.252931 3.714288 2.072697 -0.8660 0.6372 0.2825 0.0326
F 3.869420 4.137130 -3.475251 -0.2293 0.0219 -0.0246 -0.2958
N -0.164393 2.505028 2.510799 0.1014 2.5774 1.0896 -1.4339
F 2.803385 3.424217 -1.069305 -0.0946 0.1214 -0.4765 -0.1413
N -0.836978 1.434719 2.330877 0.1427 -2.5291 -1.9129 0.9020
H -4.809230 -2.600006 3.178371 -0.1000 -0.0474 0.0753 0.4810
C 1.859912 3.779384 2.312289 0.5659 0.0721 -0.1088 1.1312
H 2.889984 -5.024528 -0.898705 -0.0972 -0.2327 0.1945 -0.2809
B 3.023237 -4.153026 -1.663448 -0.0955 0.2370 0.0252 0.8313
C 3.044794 1.397538 1.695309 0.3439 -0.0881 -0.0650 -0.7519
H -4.136318 -0.273943 3.741814 -0.0095 0.0777 0.1162 0.5019
C -4.730801 1.257908 -2.679173 0.0180 -0.1851 -0.0740 -0.8759
C -3.090181 -2.933212 1.938905 0.0218 0.1070 0.0395 -1.1858
Br 4.192005 0.366591 -1.652764 -0.0733 -0.3157 -0.1862 -0.1794
C 2.052460 6.146979 2.651194 -0.1080 -0.0502 -0.0044 -0.8534
H -3.316490 -3.962869 1.716467 -0.0143 -0.1265 -0.0113 0.4857
C -4.216493 2.244935 -1.871234 0.1664 -0.1040 0.1231 -1.3242
S -0.058381 3.224477 -0.385312 0.0928 -1.0228 -0.0613 -0.2543
H 0.205483 5.056044 2.764590 -0.0583 0.0192 0.0552 0.5066
C -2.301499 -1.489916 -1.817512 2.7567 0.5177 1.9130 -0.5181
C 4.033100 4.868169 2.130682 -0.0959 -0.0590 -0.0188 -0.9153
F 2.222740 4.700455 -5.571885 -0.1493 -0.1053 0.3088 -0.2609
H -2.689152 2.699706 -0.414071 0.0937 0.0181 -0.0041 0.7496
N -1.633699 -1.082594 1.665215 0.3391 0.5241 -0.4150 0.0927
C -0.202482 3.831864 -3.039898 0.5998 0.0367 -0.2401 -0.0195
C 0.622530 3.557093 -1.944541 -0.2448 -0.1873 0.1298 1.0146
C 1.125890 2.546367 2.228028 -0.3152 -0.9298 0.1258 0.0073
H 5.047898 -5.130951 -2.888218 0.1502 -0.2351 0.0421 -0.2459
B 1.587202 -3.422332 -2.442867 0.4240 0.2180 0.0396 0.9040
H 2.355241 -5.340957 -3.643259 0.0359 -0.0049 0.0344 0.5999
N 3.803008 2.485533 1.787220 0.2915 -0.2226 -0.1091 0.2184
N 1.760619 1.388828 1.888402 -0.4277 -0.2381 0.0361 -0.2574
C -1.845389 0.935804 2.922672 0.2499 1.1148 0.5924 -0.7769
C 2.553602 4.044680 -3.333872 0.0835 -0.0564 0.1338 -0.0080
B 4.793443 -2.543488 -3.294164 -0.2642 0.2908 0.1382 -0.0615
C 2.005405 3.671416 -2.115587 0.1043 -0.0180 -0.0096 -0.3308
H 5.093819 4.807629 1.942706 0.1502 0.0212 -0.0047 0.4672
B 3.720221 -3.517569 -4.364171 0.0533 0.5585 0.2826 0.6111
C -2.917356 -2.553851 -2.565483 -0.8067 -2.4267 -1.3310 0.4756
H -4.648017 3.232695 -1.849137 -0.0546 0.0697 0.0104 0.5205
B 4.330834 -2.932380 -1.581109 -0.1486 -0.0511 -0.0368 0.2871
Tl -0.175216 0.348253 0.087096 0.8146 1.2844 0.8805 1.0907
B 3.343785 -1.780833 -4.066194 -0.0216 0.0141 0.1717 -0.1010
C -1.956958 -2.334940 1.407240 -0.3396 -0.5117 0.0517 -0.1544
N -2.516007 0.775569 -1.087833 0.1761 -1.5855 -0.2783 0.6785
F -0.481937 4.491447 -5.279516 0.0755 -0.0017 -0.0278 -0.2922
H 3.531615 0.459486 1.471211 0.1912 -0.0179 -0.1967 0.6862
Br 3.468435 -0.393998 -5.446404 -0.0365 -0.2504 0.2789 -0.3362
Br 0.765131 -0.187511 -2.890130 -0.1139 0.0145 0.0600 -0.2289
C -3.908443 -2.175754 2.764689 0.1112 -0.0280 -0.0835 -0.3389
C -3.539920 -0.877690 3.076198 0.3546 0.1125 -0.1998 -1.0530
Cl -5.969156 -0.906013 -4.475625 0.7627 -0.2394 0.5659 -0.0669
H -2.275668 1.395982 3.809814 0.0412 0.1022 0.0351 0.5256
B 2.011304 -1.736849 -2.850176 0.4868 -0.4125 -0.0967 -1.0682
O -1.233320 -1.652553 -1.198442 -2.4725 0.1758 -1.4193 0.2969
B 3.696547 -1.421305 -2.310503 0.0549 -0.3074 -0.2788 -0.5541
C 2.695679 -4.370008 -3.316790 0.0054 0.5363 0.1540 -0.3209
H 4.026879 6.969740 2.469984 0.0704 0.0653 0.0008 0.4478
C 3.429881 6.072524 2.420968 -0.0276 -0.1863 -0.0335 -0.5139
C -4.141701 -0.019294 -2.673337 0.4702 0.7293 0.5104 0.0581
H 1.603040 7.100964 2.874227 -0.0488 0.1038 0.0285 0.4603
C -4.630453 -1.111863 -3.449205 -0.6090 0.5890 -0.3807 0.9240
B 2.039396 -3.011361 -4.106939 0.2143 0.3350 0.2274 0.8563
C 1.710413 4.331321 -4.411611 0.0247 -0.1089 0.1629 0.5791
C -2.371027 -0.359787 2.513930 -0.2830 -0.5855 -0.0635 0.9555
Br 1.899560 -1.894393 0.445699 -0.2868 0.2410 -0.1671 -0.2436
H 4.040264 -3.977511 -5.389338 0.0447 -0.0348 -0.2170 -0.2421
C 1.270233 5.016631 2.595873 0.1787 0.0032 -0.0370 -0.3040
H -5.583014 1.446494 -3.315106 -0.0572 0.0730 -0.0028 0.4682

---

13
Properties=species:S:1:pos:R:3:forces:R:3:nbo_charge:R:1 method="wB97M-V/def2-TZVPD" charge=0 spin_multiplicity=1 fmax_ev_per_a=3.79 e_above_lowest_kcal_mol=29.94
H 0.810302 -3.020473 0.654918 -0.0542 1.5299 -0.9872 0.1981
C -0.418586 1.651097 0.612977 -0.4981 1.3712 0.6020 0.3943
O -0.433434 -1.571809 1.248548 -0.3951 3.3927 1.3340 -0.7310
H 1.542091 -1.490958 1.019894 1.9949 1.3453 0.3139 0.1756
O -0.180332 0.985853 1.612691 0.0841 0.0530 -0.4447 -0.5629
Br -0.803502 2.892002 -1.858400 0.1179 -1.1174 0.3644 -0.0110
H -0.698627 2.768061 0.720331 0.4950 -1.5670 0.1167 0.1556
C 0.685968 -1.875083 0.583480 -1.4213 -3.0725 -1.0586 -0.1259
H -0.120902 0.218907 -2.513039 -0.4464 0.6207 -3.0420 0.2406
C -0.149053 0.132011 -1.503609 0.7142 0.3335 3.7051 -0.2870
H -0.278346 -0.510191 1.458196 -1.0192 -2.5774 -0.1771 0.4910
C -0.427746 1.246845 -0.771845 -0.1743 0.7818 -1.3585 -0.2356
S 0.472166 -1.426261 -1.264141 0.6025 -1.0937 0.6319 0.2983

---

29
Properties=species:S:1:pos:R:3:forces:R:3:nbo_charge:R:1 method="wB97M-V/def2-TZVPD" charge=0 spin_multiplicity=1 fmax_ev_per_a=3.02 energy_ev=-30707.5104
H -10.633017 -4.303509 2.738830 -0.1718 -0.0711 0.5254 0.2246
C -10.445648 -4.679008 0.663296 -0.9056 0.7848 -0.5608 -0.1894
H -16.236665 -6.534930 1.704000 0.1232 -0.8048 0.5956 0.3824
C -7.153535 -7.083377 -1.537187 -0.4303 -2.3962 -1.7838 -0.8001
C -13.474006 -7.390472 0.151200 -0.7508 -0.0618 -0.0411 -0.6096
H -10.208698 -5.304365 -1.421812 -0.3618 0.5613 -0.7647 0.2210
C -9.285352 -6.589267 -0.038648 -0.4295 -0.6622 -0.4183 -0.2436
C -14.967234 -5.405437 0.581426 1.1871 0.0882 0.1665 0.6794
Au -12.917398 -6.969953 -1.814799 -0.3910 -0.1051 0.7958 0.2684
H -6.672877 -7.704890 -2.358684 -0.4991 0.6648 1.0554 0.2297
H -8.620465 -7.890949 1.497930 0.5950 -0.5207 0.0309 0.2441
O -14.857884 -4.530428 -0.248679 0.0012 0.1146 -0.2728 -0.6119
H -12.669843 -7.993823 0.528872 0.6288 -0.0925 0.2272 0.2117
N -16.164119 -5.756864 1.103585 -0.2723 0.0207 -0.0147 -0.8166
C -9.539416 -6.157411 2.306486 0.1058 0.1545 0.7994 -0.1928
H -14.352262 -8.048463 0.215691 0.1130 0.0801 -0.6522 0.1966
H -9.290801 -6.454384 3.336983 -0.3854 0.2228 -0.4819 0.2193
H -6.648785 -7.238775 -0.610803 0.3961 0.1550 0.6429 0.2330
O -8.744505 -9.073367 -0.674348 0.1588 -0.2976 -0.1371 -0.9749
C -13.755674 -6.197226 1.081113 -0.2246 -0.8289 -0.0801 -0.5341
H -16.980622 -5.580440 0.562172 -0.3885 0.4626 -0.2954 0.3965
S -8.865202 -7.758577 -1.342223 0.7577 0.6165 0.4073 1.2621
H -10.974415 -3.776685 0.333921 0.0113 -0.1945 0.6714 0.2216
H -12.867685 -5.618231 1.149362 0.4506 1.0129 -0.2025 0.2350
C -10.027278 -5.478042 -0.393977 0.9063 -0.5259 1.9213 -0.2299
H -13.868798 -6.603623 2.101076 -0.4527 0.0715 -0.2290 0.2043
H -7.222897 -6.087378 -1.888486 0.0079 1.1406 -0.0306 0.2243
C -10.285985 -5.017872 2.020585 0.8918 0.1915 -1.7042 -0.2235
C -9.043231 -6.939644 1.277337 -0.6710 0.2188 -0.1698 -0.2274

---

18
Properties=species:S:1:pos:R:3:forces:R:3:nbo_charge:R:1 method="wB97M-V/def2-TZVPD" charge=0 spin_multiplicity=1 fmax_ev_per_a=1.59 e_above_lowest_kcal_mol=92.68
C -1.465003 -0.416966 -0.641861 0.2444 0.0645 -0.1104 0.1804
H -0.598170 -2.128257 1.950535 -0.1838 0.0546 -0.1322 0.4743
H -2.904682 1.084472 -0.290252 0.0489 0.0170 0.0039 0.2453
H -0.666015 -1.860179 -1.787094 -0.0319 -0.0431 0.0139 0.3982
N 1.202614 0.129022 0.563149 -0.9961 -0.0124 0.3573 -0.6708
H -1.852872 1.467752 -1.686193 0.0157 -0.0186 0.0433 0.1827
H 2.343174 1.187712 -0.819470 -0.0111 -0.0187 0.0646 0.1903
N -1.046697 -0.927161 -1.762596 -0.0935 0.1936 -0.0797 -0.7017
C -1.891680 1.002732 -0.691495 -0.0983 -0.0399 -0.1734 -0.7272
C 1.268565 -0.687643 1.496366 1.4726 0.1310 -0.5848 0.9182
O -0.675543 -1.187905 1.751053 -0.0028 0.2069 -0.5135 -0.9612
H -1.237960 1.545243 -0.004321 -0.0218 -0.0068 -0.0151 0.2701
C 2.317096 1.008045 0.257034 0.1269 -0.0038 0.0953 -0.4016
H -1.118762 -0.989579 0.749365 0.2649 -0.4792 0.7492 0.4359
O 1.853935 -1.397024 2.241062 -0.7293 0.1214 0.1478 -0.5783
H 2.180779 1.976288 0.752551 0.0387 -0.1139 -0.0697 0.1928
H 3.284720 0.599397 0.561540 0.0017 -0.0194 0.0160 0.1858
H -0.993500 -0.405949 -2.639373 -0.0454 -0.0334 0.1875 0.3668